Entry w
C3H9NO2P | wB97M-V/def2-TZVPD

Output
HOMO energy = -14.3 eV

ORCA input file:
```
! RIJCOSX wB97M-V def2-TZVPD def2/J DEFGRID3
* xyz 1 1
P 3.64 0.00 -0.60
O 2.44 -0.31 0.56
O 4.63 0.49 0.32
N -0.17 -0.37 0.06
C 0.88 -1.28 0.34
C 0.00 0.41 -1.17
C -0.46 0.50 1.23
H 1.03 0.84 -1.28
H -0.86 1.19 -1.30
H 0.88 -1.72 1.44
H -0.77 1.46 0.85
H -1.10 -0.05 1.84
H 1.15 -1.97 -0.34
H -0.99 -0.81 -0.06
H -0.09 -0.19 -2.04
H 0.49 0.68 1.82
*
```

---

Entry x
C3H9NO2P | wB97M-V/def2-TZVPD

Output
HOMO energy = -12.9 eV

ORCA input file:
```
! RIJCOSX wB97M-V def2-TZVPD def2/J DEFGRID3
* xyz 1 1
P -1.34 -1.21 1.89
O -2.05 0.91 0.28
O 1.17 1.18 0.66
N -0.13 0.80 -1.53
C -1.50 0.02 0.77
C 1.50 -0.05 0.18
C 0.15 -0.39 -0.62
H 0.72 1.41 -1.37
H 1.78 1.66 1.20
H 0.02 -1.33 -1.05
H -1.11 1.18 -1.25
H -2.56 -1.74 1.89
H -0.66 -2.20 1.09
H -0.29 0.48 -2.49
H 2.37 0.00 -0.59
H 1.93 -0.73 0.96
*
```

---

The data favor entry w; the next most stable structure lies 25.4 kcal/mol above it.

---

Entry w
C18H24N4O2 | wB97M-V/def2-TZVPD

Output
HOMO energy = -8.6 eV
SMILES = Cc1cc2c(=O)[nH]ncc2nc1N1CCC(OCC2(C)CC2)CC1

ORCA input file:
```
! RIJCOSX wB97M-V def2-TZVPD def2/J DEFGRID3
* xyz 0 1
O 2.42 -6.10 3.04
O -0.47 2.50 -0.64
N 1.92 -3.05 4.81
N -0.57 -1.68 -0.42
N 0.57 -2.00 1.58
N 2.32 -4.32 4.46
C 0.98 -4.75 0.98
C 1.20 -2.80 2.45
C -0.18 -4.37 -1.28
C 0.10 5.96 -2.15
C -0.42 3.36 -1.78
C 1.45 -4.17 2.17
C 0.14 -2.53 0.43
C 0.43 5.57 -0.70
C 0.54 0.37 -1.32
C 1.43 -2.29 3.83
C 2.12 -4.91 3.22
C -1.75 -0.93 0.17
C -0.70 4.85 -1.43
C -2.14 5.22 -1.03
C 0.33 -3.88 0.06
C 0.20 -1.08 -1.56
C -1.33 0.52 0.35
C -0.74 1.13 -0.92
H 2.75 -4.90 5.16
H -0.39 6.93 -2.34
H -1.21 -4.00 -1.50
H -2.23 1.07 0.71
H 1.32 0.42 -0.54
H -2.17 6.17 -0.48
H -2.61 -1.01 -0.49
H -2.02 -1.33 1.14
H 1.12 -5.81 0.81
H 0.59 3.24 -2.17
H 0.79 5.65 -2.94
H 0.15 6.25 0.16
H -0.16 -5.44 -1.33
H 0.44 -4.01 -2.09
H 1.14 -1.62 -1.74
H -2.73 5.31 -1.91
H -1.48 1.06 -1.70
H 1.34 5.01 -0.55
H 1.15 -1.27 4.08
H -0.55 0.58 1.15
H -0.39 -1.15 -2.49
H 0.95 0.79 -2.26
H -1.08 3.03 -2.56
H -2.55 4.45 -0.41
*
```

---

Entry x
C18H24N4O2 | wB97M-V/def2-TZVPD

Output
HOMO energy = -8.8 eV
SMILES = CCN1C[C@H](CN(C)Cc2nc(Cc3ccccc3)no2)CC1=O

ORCA input file:
```
! RIJCOSX wB97M-V def2-TZVPD def2/J DEFGRID3
* xyz 0 1
O -2.97 2.73 -0.76
O 2.34 -2.80 -1.03
N -1.91 3.58 -0.61
N -3.25 -0.77 0.45
N -1.36 1.58 0.18
N 1.25 -1.88 0.74
C 2.28 -2.83 2.77
C 2.53 0.82 -1.65
C -2.58 1.54 -0.28
C 1.29 2.72 -0.84
C -3.09 -0.49 1.86
C 1.57 3.39 -2.02
C 0.40 3.35 0.21
C 1.33 -2.40 -0.50
C -0.07 -2.38 -1.09
C -0.09 -1.48 1.13
C 2.33 2.79 -3.00
C -0.98 2.87 -0.05
C 2.36 -1.80 1.65
C -0.85 -1.40 -0.20
C 1.77 1.43 -0.66
C -2.34 -1.75 -0.11
C -3.54 0.39 -0.34
C 2.81 1.50 -2.82
H 1.55 0.90 0.25
H -4.52 0.79 -0.04
H 3.40 1.03 -3.59
H -3.62 0.09 -1.39
H 3.17 -2.77 3.39
H -0.48 -3.39 -1.03
H 2.42 -0.79 2.06
H 2.55 3.33 -3.91
H 2.89 -0.19 -1.51
H -2.70 -1.96 -1.13
H 0.71 3.02 1.21
H 0.42 4.43 0.15
H -2.99 -1.43 2.40
H 1.41 -2.64 3.40
H -2.46 -2.66 0.47
H 2.21 -3.83 2.36
H -0.05 -2.09 -2.14
H -2.23 0.15 2.09
H -3.99 0.01 2.21
H -0.74 -0.39 -0.61
H 3.26 -1.99 1.04
H 1.18 4.39 -2.16
H -0.06 -0.51 1.64
H -0.54 -2.22 1.80
*
```

---

The data favor entry x; the next most stable structure lies 33.8 kcal/mol above it.